{
  "formula": "C10H40N20O10",
  "method": "wB97M-V/def2-TZVPD",
  "species": ["N", "C", "N", "O", "H", "H", "H", "H", "N", "C", "N", "O", "H", "H", "H", "H", "N", "C", "N", "O", "H", "H", "H", "H", "N", "C", "N", "O", "H", "H", "H", "H", "N", "C", "N", "O", "H", "H", "H", "H", "N", "C", "N", "O", "H", "H", "H", "H", "N", "C", "N", "O", "H", "H", "H", "H", "N", "C", "N", "O", "H", "H", "H", "H", "N", "C", "N", "O", "H", "H", "H", "H", "N", "C", "N", "O", "H", "H", "H", "H"],
  "positions_angstrom": [[3.2036, 26.5071, 13.7974], [3.0293, 27.7214, 13.2954], [4.2610, 28.3119, 13.3416], [1.9908, 28.2624, 12.9064], [4.0619, 26.2863, 14.2818], [2.2986, 26.0915, 13.9658], [4.2901, 29.3073, 13.1729], [5.1245, 27.8342, 13.5568], [7.1131, 25.8345, 17.9116], [7.9153, 26.2866, 17.0230], [9.0997, 25.7780, 17.2464], [7.6334, 27.0982, 16.2262], [7.4622, 25.2996, 18.6940], [6.1245, 26.0329, 17.8542], [9.0431, 24.8958, 17.7348], [9.9069, 26.1930, 16.8032], [3.4399, 21.4900, 12.1646], [2.4877, 22.0980, 11.5992], [2.8601, 22.4758, 10.3638], [1.3809, 22.1704, 12.1478], [4.3156, 21.7309, 11.7227], [3.2282, 21.1892, 13.1052], [2.2289, 23.1538, 9.9612], [3.2081, 21.6873, 9.8373], [10.2065, 26.9870, 11.4094], [9.6553, 25.8112, 11.2393], [8.8598, 25.5481, 12.2974], [9.9475, 24.9475, 10.3789], [10.0031, 27.6954, 12.1000], [10.8726, 27.3652, 10.7510], [8.7615, 26.1254, 13.1203], [8.5243, 24.5982, 12.3689], [12.5717, 23.4964, 4.1045], [12.4214, 24.2692, 5.0546], [11.9872, 23.6190, 6.1337], [12.6006, 25.4752, 5.0172], [12.6270, 22.5415, 4.4288], [12.9101, 23.9344, 3.2596], [12.4951, 22.7737, 6.3519], [11.7329, 24.2602, 6.8715], [12.3911, 33.0534, 11.8130], [13.6347, 33.1283, 11.3216], [14.0674, 34.2974, 10.8875], [14.4348, 32.2260, 11.1910], [11.9946, 33.8960, 12.2040], [12.1463, 32.2141, 12.3188], [13.5124, 35.1314, 10.7587], [15.0751, 34.3393, 10.8351], [8.5324, 17.7385, 17.0843], [8.8714, 18.6974, 16.3149], [7.9732, 19.6068, 16.0826], [9.9961, 18.7966, 15.7499], [7.5454, 17.7624, 17.2970], [9.0812, 16.9637, 17.4288], [8.0938, 20.1613, 15.2470], [7.0972, 19.6070, 16.5852], [12.1008, 30.2266, 16.8288], [12.1694, 29.9510, 15.5216], [13.3997, 29.9467, 15.1721], [11.2192, 29.9023, 14.7479], [11.1209, 30.2258, 17.0732], [12.8643, 30.0600, 17.4687], [13.6277, 29.9882, 14.1890], [14.1470, 30.0260, 15.8469], [8.9411, 20.2461, 9.0321], [8.1779, 19.9649, 10.0151], [7.8196, 18.7354, 9.9999], [8.0521, 20.6222, 11.0518], [9.2437, 19.6249, 8.2955], [9.4401, 21.1136, 9.1684], [7.8499, 18.3444, 10.9306], [7.9363, 18.1654, 9.1743], [4.8552, 23.4375, 5.5013], [6.0426, 22.9066, 5.7830], [6.9885, 23.7663, 5.9933], [6.1964, 21.6757, 5.7741], [4.6835, 24.3784, 5.1767], [4.1138, 22.7540, 5.4443], [7.9377, 23.4338, 6.0857], [6.7908, 24.7566, 6.0156]],
  "total_charge": 0,
  "orbital_gap_ev": 9.41,
  "mol_weight_g_mol": 600.560,
  "total_energy_ev": -61299.7100,
  "smiles": "NC(N)=O.NC(N)=O.NC(N)=O.NC(N)=O.NC(N)=O.NC(N)=O.NC(N)=O.NC(N)=O.NC(N)=O.NC(N)=O",
  "multiplicity": 1,
  "e_above_lowest_kcal_mol": 185.8
}

{
  "formula": "C10H40N20O10",
  "method": "wB97M-V/def2-TZVPD",
  "species": ["N", "C", "N", "O", "H", "H", "H", "H", "N", "C", "N", "O", "H", "H", "H", "H", "N", "C", "N", "O", "H", "H", "H", "H", "N", "C", "N", "O", "H", "H", "H", "H", "N", "C", "N", "O", "H", "H", "H", "H", "N", "C", "N", "O", "H", "H", "H", "H", "N", "C", "N", "O", "H", "H", "H", "H", "N", "C", "N", "O", "H", "H", "H", "H", "N", "C", "N", "O", "H", "H", "H", "H", "N", "C", "N", "O", "H", "H", "H", "H"],
  "positions_angstrom": [[-1.1343, 1.2418, -2.8846], [-1.0096, 1.2460, -4.2342], [-1.2744, 2.4163, -4.8133], [-0.5195, 0.2906, -4.8540], [-1.4923, 2.0864, -2.4810], [-0.6608, 0.5026, -2.3616], [-1.7893, 3.2106, -4.4913], [-0.8307, 2.4230, -5.7221], [0.7909, -3.7300, 1.5206], [0.6105, -4.2991, 0.2995], [-0.6467, -4.6209, -0.0231], [1.5930, -4.5025, -0.4220], [1.7665, -3.5095, 1.6920], [0.1262, -3.6295, 2.2652], [-0.7918, -4.7479, -1.0172], [-1.3226, -4.5208, 0.7098], [4.2212, -0.1260, 3.7356], [3.0662, 0.5680, 3.6056], [3.1491, 1.5200, 2.6614], [1.9793, 0.3369, 4.1459], [4.3736, -0.7201, 4.5324], [5.0553, 0.1674, 3.2630], [2.3244, 2.0673, 2.4689], [3.9618, 1.8195, 2.1536], [-2.5571, -2.1344, 1.4997], [-3.6438, -2.7843, 1.0091], [-4.6601, -2.9252, 1.8711], [-3.7817, -3.1320, -0.1663], [-1.8481, -2.0336, 0.7871], [-2.3599, -1.9460, 2.4634], [-4.6003, -2.4749, 2.7669], [-5.5389, -3.2380, 1.5005], [-5.3539, -0.8993, -1.1914], [-4.1984, -0.2214, -1.3654], [-3.1761, -1.0048, -1.8034], [-4.1121, 1.0011, -1.2487], [-6.1901, -0.4574, -0.8633], [-5.3623, -1.8667, -1.4600], [-3.3351, -2.0004, -1.7072], [-2.2286, -0.7771, -2.0384], [-0.4162, -2.2830, -3.1950], [-1.2807, -3.2465, -3.6254], [-2.0602, -2.7311, -4.6126], [-1.3739, -4.3627, -3.1182], [0.2589, -2.5066, -2.4842], [-0.3483, -1.4896, -3.8202], [-2.1297, -1.7314, -4.5193], [-2.6901, -3.2943, -5.1498], [3.5429, -1.6902, 0.1377], [4.0622, -2.6165, 0.9531], [5.0518, -3.3032, 0.3148], [3.6753, -2.8871, 2.1001], [3.9068, -1.4956, -0.7736], [2.9083, -1.0166, 0.5401], [5.5847, -2.8401, -0.3943], [5.3483, -4.1988, 0.6592], [2.4438, 6.6923, -0.8189], [2.9738, 5.8040, 0.0600], [2.1828, 4.7045, 0.2876], [3.8924, 5.9604, 0.8625], [3.0079, 7.5182, -0.9459], [1.7861, 6.4949, -1.5493], [1.3691, 4.5703, -0.2839], [2.4073, 4.1688, 1.1044], [-0.8089, 4.0427, 4.2751], [-0.4478, 3.9790, 2.9789], [-1.3937, 4.4841, 2.1501], [0.4406, 3.2592, 2.5066], [-1.4737, 4.6759, 4.6825], [-0.2056, 3.6595, 4.9865], [-2.2824, 4.7445, 2.5324], [-1.1763, 4.3025, 1.1865], [0.6691, -0.4022, 1.1092], [0.5395, 0.2836, -0.0480], [0.4725, 1.6183, 0.0759], [0.4484, -0.2782, -1.1490], [0.8895, 0.0203, 2.0000], [0.6067, -1.4074, 1.0453], [0.5445, 2.0842, -0.8139], [0.4747, 2.1178, 0.9501]],
  "total_charge": 0,
  "orbital_gap_ev": 8.83,
  "mol_weight_g_mol": 600.560,
  "total_energy_ev": -61306.2255,
  "smiles": "NC(N)=O.NC(N)=O.NC(N)=O.NC(N)=O.NC(N)=O.NC(N)=O.NC(N)=O.NC(N)=O.NC(N)=O.NC(N)=O",
  "multiplicity": 1,
  "e_above_lowest_kcal_mol": 35.6
}